Entry 1:
Formula: C7H8
Source: the OMol25 dataset
Level of theory: ωB97M-V/def2-TZVPD

ORCA input file:
```
! wB97M-V def2-TZVPD RIJCOSX def2/J DEFGRID3
* xyz 0 1
C 0.24178 -0.54925 -2.87004
C 0.66153 0.05852 -1.91790
C 0.94734 0.58242 -0.57672
C -0.03590 -0.17512 0.36052
C -1.42672 0.47214 0.31862
C 0.45649 -0.38346 1.72716
C 0.83695 -0.68937 2.82843
H -0.15241 -1.11247 -3.68546
H 0.77071 1.66517 -0.53165
H 1.99062 0.40589 -0.29012
H -0.11904 -1.17961 -0.06916
H -1.46233 1.37874 0.93047
H -1.67752 0.74046 -0.71350
H -2.18860 -0.21833 0.68957
H 1.15709 -0.99573 3.79979
*
```

Summary:
E_HOMO, eV: -9.90
Kohn-Sham gap, eV: 10.9
F_max, eV/A: 0.54


Entry 2:
Formula: C3H14O4
Source: the OMol25 dataset
Level of theory: ωB97M-V/def2-TZVPD

ORCA input file:
```
! wB97M-V def2-TZVPD RIJCOSX def2/J DEFGRID3
* xyz 0 1
C 2.24158 0.31072 -0.93463
C 1.22315 0.78706 -1.63017
C -0.01195 0.01574 -1.96704
H 3.22976 0.70665 -0.77516
H 2.10412 -0.73838 -0.66437
H 1.09567 1.84344 -1.86674
H -0.62824 -0.24507 -1.11764
H 0.20346 -0.98246 -2.35591
H -0.66528 0.49585 -2.69789
O 0.98945 -1.99484 1.02007
H 0.77735 -1.11053 1.32472
H 1.47407 -2.43331 1.72188
O -2.26760 -1.55705 1.10327
H -3.00365 -1.07581 0.69069
H -1.69630 -1.48324 0.32936
O -0.46816 0.28614 2.42616
H -1.31577 -0.03969 2.08305
H -0.78932 0.92718 3.06664
O -1.16745 2.17457 -0.10313
H -1.04992 1.65652 0.68511
H -0.27498 2.45653 -0.33827
*
```

Summary:
E_HOMO, eV: -9.59
Kohn-Sham gap, eV: 10.0
F_max, eV/A: 1.67


Entry 3:
Formula: C2H9ClSi2
Source: the OMol25 dataset
Level of theory: ωB97M-V/def2-TZVPD

ORCA input file:
```
! wB97M-V def2-TZVPD RIJCOSX def2/J DEFGRID3
* xyz 0 1
C 0.94284 0.09859 2.09620
C 0.85369 0.40569 0.64177
Si -1.25133 -0.01186 -0.12887
Si -1.10864 -0.23191 -2.44064
Cl -2.10371 1.63925 0.67719
H 0.54855 1.03925 2.64281
H 0.28449 -0.75480 2.33450
H 1.90058 -0.05694 2.56421
H 1.59998 -0.26083 0.09883
H 0.87983 1.51131 0.45203
H -2.17204 -1.06927 0.32832
H -2.57280 -0.52230 -2.71790
H -0.04691 -1.36862 -2.76375
H -0.88489 1.14431 -3.17180
*
```

Summary:
E_HOMO, eV: -9.03
Kohn-Sham gap, eV: 9.7
F_max, eV/A: 3.47


Entry 4:
Formula: C44H103BN2O17P2S2
Source: the OMol25 dataset
Level of theory: ωB97M-V/def2-TZVPD

ORCA input file:
```
! wB97M-V def2-TZVPD RIJCOSX def2/J DEFGRID3
* xyz 0 1
C -4.25379 -2.92253 -4.04303
C -3.96786 -1.44230 -4.19543
C -2.84418 -0.96735 -3.28031
C -3.02640 0.44445 -2.73964
C -2.45381 1.48249 -3.70361
C -1.05309 1.97317 -3.33531
C -1.02280 3.37049 -2.73430
C 0.21495 4.17597 -3.07654
C 1.50859 3.67710 -2.41151
C 2.23301 2.63760 -3.30756
C 2.70428 1.41585 -2.50248
C 2.06981 0.05631 -2.83858
O 1.42632 -0.51430 -1.72231
C 2.13536 -1.22659 -0.70668
C 2.20365 -2.74003 -1.05181
C 0.87472 -3.31996 -1.53525
C 3.57556 -0.74254 -0.41131
C 3.94595 0.08385 0.83249
S 3.24313 1.75200 0.86877
C 2.14484 1.73178 2.19435
N 1.16138 2.52976 2.30968
N 0.53280 2.16790 3.51338
C 1.22053 1.21368 3.99455
O 2.26330 0.87021 3.23050
B 1.13385 -1.25285 0.55140
O 1.38275 -2.02135 1.64998
O -0.03102 -0.55144 0.52294
C 2.95798 -0.90248 -3.64895
O 2.12084 -1.92680 -4.08782
C 2.62603 -3.02793 -4.82201
C 4.00713 -3.48926 -4.39897
O 4.38761 -4.48498 -5.30347
O 5.64210 -4.96737 -4.78715
C 2.50365 -2.82943 -6.34153
P 1.71298 -4.25087 -7.12207
O 1.95328 -5.54279 -6.50628
O 2.14633 -4.18672 -8.65405
O 0.15277 -3.93824 -7.09607
P 3.74271 0.03550 -5.06096
S 2.51530 0.70371 -6.42688
H -4.58514 -3.15741 -3.04413
H -3.37691 -3.51124 -4.28365
H -5.03466 -3.22753 -4.72934
H -3.69315 -1.29395 -5.23431
H -4.89261 -0.90177 -4.02413
H -2.81456 -1.64732 -2.43842
H -1.89399 -1.08046 -3.79359
H -2.54784 0.51276 -1.77074
H -4.09098 0.61755 -2.65406
H -2.37014 0.98004 -4.66076
H -3.13149 2.31338 -3.85442
H -0.62171 1.27007 -2.63046
H -0.45299 1.93433 -4.23514
H -1.87629 3.91031 -3.13289
H -1.15826 3.36552 -1.65879
H 0.05227 5.19813 -2.74392
H 0.34902 4.22871 -4.15034
H 2.17503 4.51417 -2.29671
H 1.21137 3.23569 -1.46854
H 3.09696 3.12814 -3.73502
H 1.56846 2.37419 -4.11181
H 3.78725 1.34771 -2.45343
H 2.37477 1.58759 -1.49197
H 1.27883 0.27611 -3.54083
H 3.00146 -2.89937 -1.76540
H 2.50960 -3.27914 -0.16474
H 0.57346 -4.13237 -0.88730
H 1.00418 -3.76214 -2.50842
H 0.09381 -2.57984 -1.60724
H 4.19320 -1.63256 -0.33861
H 3.99554 -0.19897 -1.24424
H 5.01140 0.25314 0.76114
H 3.82318 -0.42307 1.77508
H 0.91388 0.75506 4.90943
H 2.25872 -2.41038 1.64233
H -0.76362 -1.12561 0.77947
H 3.77252 -1.23362 -3.00064
H 1.96712 -3.85438 -4.59476
H 4.76757 -2.70988 -4.40949
H 3.96676 -3.92328 -3.40511
H 5.79964 -5.70164 -5.38930
H 3.44631 -2.60197 -6.81632
H 1.80042 -2.01537 -6.45883
H 2.04584 -3.27673 -8.95708
H -0.04726 -2.99722 -7.06352
H 4.66919 -0.83057 -5.65224
H 4.53744 1.03503 -4.49791
C -0.92511 -2.06022 4.56652
C -2.23724 -2.50140 3.95382
C -3.06160 -3.32735 4.92364
O -1.96546 -3.24753 2.76249
H -0.31263 -2.92327 4.84102
H -0.35657 -1.46874 3.84928
H -1.09070 -1.45395 5.45928
H -2.80695 -1.62551 3.63935
H -2.51779 -4.23111 5.20883
H -3.99812 -3.64044 4.45973
H -3.29356 -2.76029 5.82644
H -1.46070 -4.02740 3.02051
C -1.62982 2.28461 8.00028
C -2.21428 1.56649 6.79334
C -2.87296 2.53824 5.83124
O -3.16356 0.58786 7.22271
H -2.42229 2.79688 8.55167
H -1.16562 1.57171 8.68366
H -0.88068 3.01961 7.70104
H -1.42291 1.01860 6.27719
H -3.70083 3.06008 6.31668
H -3.28847 2.00706 4.97566
H -2.16013 3.27848 5.46497
H -3.87298 1.05995 7.67350
C -3.19332 6.42409 4.97442
C -3.78380 5.70301 3.77146
C -4.40145 6.68391 2.78625
O -4.75784 4.75221 4.19795
H -3.97512 6.97018 5.51098
H -2.75578 5.70860 5.67062
H -2.42188 7.13400 4.67347
H -3.00422 5.12641 3.27263
H -5.21670 7.23748 3.26088
H -4.81990 6.15258 1.93178
H -3.66344 7.40067 2.42378
H -5.46437 5.22893 4.64496
C -2.88618 -7.30587 7.38666
C -1.58877 -7.21869 6.59772
C -0.46699 -7.97710 7.29029
O -1.21844 -5.85129 6.41198
H -2.75961 -6.85950 8.37669
H -3.67944 -6.75712 6.87917
H -3.20464 -8.34107 7.51343
H -1.74118 -7.62479 5.59734
H -0.27290 -7.54994 8.27786
H 0.45568 -7.90432 6.71474
H -0.71804 -9.03100 7.41410
H -1.07722 -5.46217 7.28135
C -6.69066 3.70579 10.80060
C -5.33550 3.39445 10.18472
C -4.24236 4.27217 10.77562
O -5.38783 3.57226 8.76715
H -6.96744 4.74502 10.60371
H -7.46284 3.07267 10.36419
H -6.68136 3.55035 11.87993
H -5.09293 2.34385 10.34958
H -4.44899 5.32707 10.57566
H -3.27912 4.03943 10.32256
H -4.16009 4.13703 11.85464
H -5.60008 4.49524 8.59583
C 4.64246 7.34066 0.33532
C 4.20659 6.99121 -1.07968
C 4.24461 8.21147 -1.98756
O 2.89620 6.42758 -1.06583
H 3.96756 8.08415 0.76771
H 4.60903 6.45787 0.97359
H 5.65557 7.74461 0.35091
H 4.85993 6.21587 -1.48224
H 3.55866 8.97941 -1.62014
H 3.92916 7.94641 -2.99659
H 5.24661 8.63960 -2.03678
H 2.29311 7.08922 -0.71170
C 2.47268 -5.39159 -11.84007
C 3.67945 -5.84068 -12.64789
C 4.96430 -5.23208 -12.10598
O 3.51616 -5.49412 -14.02398
H 2.35980 -4.30437 -11.89472
H 1.55952 -5.83280 -12.23937
H 2.56787 -5.67472 -10.79258
H 3.75160 -6.92817 -12.62088
H 4.92385 -4.14096 -12.16964
H 5.82108 -5.56269 -12.69313
H 5.12610 -5.51079 -11.06390
H 3.44963 -4.53559 -14.07757
*
```

Summary:
E_HOMO, eV: -8.92
Kohn-Sham gap, eV: 9.0
F_max, eV/A: 1.47


Question: Which value of F_max does entry 1 give?
Answer: 0.54 eV/A